A structure of composition C12H20ClNa2O16. Source: the OMol25 dataset; level of theory: wB97M-V/def2-TZVPD.

Each line ends with the Löwdin charge.
Atoms and positions in Å:
Na  0.14  2.99  -5.49  0.913
Na  -2.98  3.69  -1.33  0.767
Cl  0.12  1.59  -1.52  0.634
O  0.25  2.51  -2.62  -0.379
O  0.98  1.89  -0.39  -0.312
O  -1.20  1.85  -1.13  -0.395
O  0.22  0.19  -1.81  -0.318
C  -2.10  -2.28  -1.21  -0.116
C  -3.42  -2.51  -0.40  -0.116
O  -4.32  -2.75  -1.42  0.078
C  -3.76  -3.01  -2.60  -0.484
O  -4.30  -3.35  -3.65  0.125
O  -2.36  -2.89  -2.46  0.027
H  -1.28  -2.89  -0.81  0.119
H  -1.79  -1.26  -1.42  0.105
H  -3.75  -1.70  0.25  0.127
H  -3.36  -3.25  0.40  0.128
C  -0.63  0.02  2.68  -0.122
C  -0.03  -0.94  1.73  -0.151
O  -0.71  -2.14  1.89  0.121
C  -1.66  -1.95  2.72  -0.565
O  -2.50  -2.80  3.06  0.109
O  -1.74  -0.67  3.21  0.081
H  -0.99  0.91  2.17  0.124
H  0.14  0.26  3.42  0.140
H  1.02  -1.13  1.96  0.133
H  0.04  -0.58  0.71  0.108
C  1.78  -2.75  -1.44  -0.001
O  2.04  -3.94  -0.68  0.036
C  2.60  -3.95  0.47  -0.615
O  2.87  -2.95  1.15  0.069
O  3.00  -5.16  0.81  0.032
C  3.83  -5.29  1.89  -0.072
H  2.60  -2.04  -1.57  0.105
H  0.96  -2.24  -0.92  0.059
H  1.42  -3.09  -2.41  0.104
H  4.78  -5.61  1.46  0.102
H  3.49  -5.97  2.67  0.102
H  4.09  -4.35  2.38  0.092
C  -0.85  4.74  1.29  -0.022
O  0.11  5.55  0.63  0.010
C  -0.06  5.73  -0.68  -0.487
O  -1.01  5.33  -1.36  0.055
O  1.00  6.43  -1.29  -0.032
C  2.39  6.52  -0.77  0.005
H  -0.52  4.69  2.33  0.113
H  -0.91  3.73  0.90  0.080
H  -1.80  5.27  1.23  0.102
H  3.05  6.13  -1.55  0.090
H  2.54  5.83  0.06  0.093
H  2.59  7.57  -0.56  0.099

M (g mol⁻¹): 501.7
ΔE to the lowest compared entry with this formula, charge and spin (kcal per mole): 77.8
Charge: +1
HOMO (eV): -12.02
Frontier orbital gap (eV): 7.077